# 1
C9H14P | ωB97M-V/def2-TZVPD

```
24
Properties=species:S:1:pos:R:3
P -1.185 0.320 1.110
C 1.595 -0.406 0.780
C -1.688 1.635 0.100
C -2.232 -1.118 0.457
C 0.403 0.067 -0.040
C -1.286 -1.795 -0.464
C 2.856 0.471 0.815
C 0.537 1.455 -0.530
C -0.342 -0.839 -1.096
C -0.599 2.217 -0.585
H -0.726 -2.654 0.117
H 3.255 0.584 -0.143
H 2.134 -1.307 0.420
H 3.578 0.017 1.449
H -2.612 -1.795 1.325
H -3.203 -0.663 -0.064
H 2.489 1.530 1.058
H -2.711 2.072 0.154
H 1.246 -0.706 1.792
H 1.410 1.968 -0.805
H -0.715 3.126 -1.095
H -0.731 -0.252 -1.879
H -1.853 -2.449 -1.187
H 0.380 -1.477 -1.691
```

* frontier orbital gap: 7.9681 eV
* largest force on an atom: 4.1 eV/A
* ΔE to the lowest compared entry with this formula, charge and spin: 10.77 kcal per mole
* charge: +1


# 2
C9H14S | ωB97M-V/def2-TZVPD

```
24
Properties=species:S:1:pos:R:3
S 2.411 0.092 2.966
C -2.109 0.346 0.038
C -3.503 0.248 -1.869
C 2.536 -1.905 0.815
C -1.309 1.316 -2.013
C 3.188 -1.389 2.087
C -1.035 0.904 -0.722
C 0.275 1.082 -0.058
C -3.329 0.001 -0.474
C -2.557 0.947 -2.557
H 0.312 1.396 0.995
H -4.135 -0.319 0.177
H 4.217 -1.083 2.068
H 2.841 0.994 2.051
H 2.941 -2.135 2.874
H -4.477 -0.001 -2.250
H 0.972 1.749 -0.584
H 3.156 -2.693 0.392
H -0.650 2.040 -2.491
H -2.652 1.346 -3.572
H 1.525 -2.235 0.964
H 0.817 0.142 0.045
H -1.892 0.300 1.107
H 2.455 -1.144 0.013
```

* frontier orbital gap (spin up / spin down): 2.0625 / 8.4387 eV
* largest force on an atom: 2.6 eV/A
* ΔE to the lowest compared entry with this formula, charge and spin: 14.25 kcal per mole
* multiplicity: 2
* charge: -1


# 3
C9H14S | ωB97M-V/def2-TZVPD

```
24
Properties=species:S:1:pos:R:3
S -4.256 1.917 1.626
C 2.245 -2.448 1.226
C 2.201 -0.092 -2.410
C -3.053 0.961 0.847
C 2.443 -1.456 -2.350
C 1.925 -0.180 0.002
C 2.455 -2.195 -1.203
C -1.699 1.595 0.469
C 2.194 -1.526 0.029
C 2.004 0.559 -1.199
H -1.813 2.672 0.639
H 2.853 -3.196 -1.173
H 1.744 -3.405 1.142
H -3.436 2.548 2.531
H -2.790 0.049 1.400
H 3.305 -2.647 1.435
H 1.824 1.623 -1.113
H -1.451 1.362 -0.561
H 2.653 -1.912 -3.318
H -3.533 0.556 -0.051
H 1.704 0.353 0.920
H 1.940 -1.927 2.139
H 2.477 0.547 -3.239
H -0.884 1.323 1.138
```

* frontier orbital gap: 9.7680 eV
* largest force on an atom: 3.2 eV/A
* ΔE to the lowest compared entry with this formula, charge and spin: 16.84 kcal per mole